[1]
Entry from OMol25: the molecule C3H3Cl3N4O2 at a distorted geometry (ωB97M-V/def2-TZVPD).

CARTESIAN COORDINATES (ANGSTROEM)
C  -2.040  -0.134  0.009
C  0.085  -0.997  0.579
C  1.752  0.474  -0.162
N  -0.658  0.016  -0.049
N  1.428  -0.653  0.634
N  0.948  1.567  0.061
N  -2.536  -0.118  -1.182
O  -0.373  -2.013  1.072
O  1.827  0.266  -1.528
Cl  0.845  2.089  1.658
Cl  -2.931  -0.287  1.535
Cl  -4.197  -0.470  -1.409
H  2.765  0.897  0.019
H  2.011  -1.395  0.744
H  1.075  0.759  -1.981

Output
Multiplicity: 1
LUMO energy (spin up / spin down): -3.141 / -1.765 eV
HOMO-LUMO gap (spin up / spin down): 6.73 / 8.68 eV

Results of the natural (NBO) charge analysis, in e, for atoms 1 through 2: 0.339 0.736


[2]
Entry from OMol25: a structure of composition C22H17AsMnO4 at a distorted geometry (ωB97M-V/def2-TZVPD).

CARTESIAN COORDINATES (ANGSTROEM)
Mn  -0.013  1.020  -2.709
C  -0.140  2.882  -1.844
O  -0.239  3.955  -1.408
C  0.008  1.809  -4.346
O  0.025  2.200  -5.440
C  -1.909  0.916  -2.811
O  -2.984  0.601  -3.074
C  1.866  1.082  -2.666
O  2.987  0.844  -2.765
H  0.052  -0.531  -2.707
H  0.070  -0.408  -3.478
C  -0.327  2.999  3.391
C  0.649  3.212  2.383
C  0.689  2.378  1.267
C  -0.189  1.326  1.158
C  -1.156  1.112  2.111
C  -1.251  1.928  3.218
As  -0.046  0.115  -0.376
C  1.600  -0.839  0.091
C  2.215  -1.649  -0.857
C  3.462  -2.218  -0.615
C  4.097  -1.943  0.616
C  3.470  -1.171  1.604
C  2.180  -0.645  1.338
C  -1.478  -1.103  -0.057
C  -1.246  -2.444  0.238
C  -2.334  -3.314  0.475
C  -3.631  -2.831  0.390
C  -3.883  -1.490  0.094
C  -2.806  -0.647  -0.138
H  -0.418  3.666  4.243
H  1.338  4.022  2.526
H  1.457  2.546  0.546
H  -1.839  0.270  2.039
H  -2.003  1.766  3.979
H  1.749  -1.817  -1.825
H  3.982  -2.829  -1.365
H  5.091  -2.357  0.833
H  3.920  -0.979  2.557
H  1.670  -0.070  2.098
H  -0.211  -2.814  0.306
H  -2.122  -4.375  0.716
H  -4.454  -3.502  0.546
H  -4.914  -1.104  0.040
H  -2.986  0.432  -0.324

Output
Multiplicity: 6
Charge: +2
LUMO energy (spin up / spin down): -7.891 / -10.751 eV
HOMO-LUMO gap (spin up / spin down): 6.67 / 4.27 eV

Results of the natural (NBO) charge analysis, in e, for atoms 1 through 2: 0.620 0.494


[3]
Entry from OMol25: a structure of composition C2H4ClN3O2 at a distorted geometry (ωB97M-V/def2-TZVPD).

CARTESIAN COORDINATES (ANGSTROEM)
C  0.295  0.052  -1.036
C  1.589  -0.142  -0.365
N  0.092  1.235  -0.467
N  1.333  1.197  0.142
N  -1.810  -0.934  0.395
O  -2.058  -1.858  1.122
O  -2.332  0.315  0.840
Cl  1.417  -1.471  0.820
H  -0.285  -0.356  -1.940
H  2.489  -0.353  -0.947
H  -2.074  1.020  0.189
H  1.343  1.297  1.247

Output
Multiplicity: 1
LUMO energy: 0.068 eV
HOMO-LUMO gap: 9.59 eV

Results of the natural (NBO) charge analysis, in e, for atoms 1 through 2: -0.004 -0.110


[4]
Entry from OMol25: a structure of composition C7H15N2Os at a distorted geometry (ωB97M-V/def2-TZVPD).

CARTESIAN COORDINATES (ANGSTROEM)
C  -0.958  -0.941  -1.548
Os  0.000  0.000  0.000
N  1.440  0.905  -1.495
H  -0.984  -0.715  0.973
H  -1.206  0.936  0.029
H  -1.981  -1.253  -1.290
H  -0.343  -1.841  -1.753
H  -0.992  -0.298  -2.446
H  2.432  0.648  -1.392
H  1.415  1.934  -1.490
H  1.176  0.626  -2.451
C  3.612  2.282  4.660
C  2.808  1.776  3.499
C  3.200  0.631  2.791
C  2.401  0.163  1.745
N  1.256  0.816  1.412
C  0.863  1.938  2.074
C  1.632  2.440  3.126
H  4.504  1.646  4.846
H  3.948  3.320  4.464
H  2.983  2.270  5.576
H  4.101  0.093  3.061
H  2.677  -0.740  1.216
H  -0.064  2.425  1.804
H  1.301  3.322  3.661

Output
Multiplicity: 5
Charge: +1
LUMO energy (spin up / spin down): -5.116 / -7.018 eV
HOMO-LUMO gap (spin up / spin down): 3.32 / 5.74 eV

Results of the natural (NBO) charge analysis, in e, for atoms 1 through 2: -1.030 1.315


[5]
Entry from OMol25: a cluster of 3 separate species, H6O3 in total at a distorted geometry (ωB97M-V/def2-TZVPD).

CARTESIAN COORDINATES (ANGSTROEM)
O  0.353  0.395  -0.885
H  0.508  0.262  0.046
H  0.605  1.333  -0.969
O  1.045  0.453  1.909
H  0.134  0.518  2.283
H  1.557  1.190  2.270
O  -1.449  -1.619  -1.262
H  -2.026  -1.592  -1.997
H  -0.729  -0.941  -1.398

Output
Structure (SMILES): O.O.O
Multiplicity: 1
LUMO energy: 0.440 eV
HOMO-LUMO gap: 10.93 eV

Results of the natural (NBO) charge analysis, in e, for atoms 1 through 2: -0.967 0.497


[6]
Entry from OMol25: a structure of composition C16H13Cl5CrN6O3S2 (ωB97M-V/def2-TZVPD).

CARTESIAN COORDINATES (ANGSTROEM)
Cr  -0.185  -0.132  -0.014
Cl  4.624  0.430  5.490
C  3.808  0.191  3.990
C  2.418  0.145  3.942
Cl  1.500  0.314  5.392
C  1.771  -0.044  2.730
Cl  0.033  -0.149  2.683
C  2.459  -0.185  1.511
O  1.874  -0.360  0.365
C  3.867  -0.159  1.602
Cl  4.745  -0.388  0.132
C  4.526  0.029  2.807
Cl  6.250  0.061  2.843
C  -0.754  1.787  -3.954
C  -0.343  1.329  -2.590
N  -0.239  0.100  -2.238
O  -0.702  -0.803  -3.217
C  -0.086  2.345  -1.552
C  0.101  3.789  -1.870
N  -0.078  1.914  -0.311
O  0.003  2.750  0.659
H  -1.377  1.054  -4.457
H  0.142  1.942  -4.560
H  -1.277  2.738  -3.890
H  -0.237  -1.615  -2.979
H  0.642  3.931  -2.807
H  0.660  4.247  -1.057
H  -0.851  4.323  -1.953
N  -3.055  1.921  0.459
C  -3.299  0.595  0.365
N  -2.354  -0.299  0.224
C  -2.870  -1.584  0.172
C  -4.212  -1.665  0.238
S  -4.890  -0.083  0.390
C  -1.868  -2.663  0.078
C  -2.049  -3.996  0.107
S  -0.522  -4.800  -0.004
C  0.278  -3.269  -0.089
N  -0.548  -2.246  -0.029
N  1.600  -3.113  -0.275
H  -2.096  2.206  0.649
H  -3.775  2.523  0.816
H  -4.837  -2.541  0.214
H  -2.966  -4.551  0.208
H  2.225  -3.870  -0.060
H  1.943  -2.148  -0.162

Output
Multiplicity: 5
LUMO energy (spin up / spin down): 0.081 / 0.087 eV
HOMO-LUMO gap (spin up / spin down): 7.18 / 7.79 eV

Results of the natural (NBO) charge analysis, in e, for atoms 1 through 2: 1.146 0.043


[7]
Entry from OMol25: a cluster of 2 separate species, C4H5Cl in total (ωB97M-V/def2-TZVPD).

CARTESIAN COORDINATES (ANGSTROEM)
C  1.100  -1.818  -1.047
C  0.715  -0.695  -0.864
C  -1.024  0.969  -0.800
C  0.242  0.614  -0.625
Cl  0.415  -0.842  2.498
H  1.454  -2.793  -1.205
H  -1.377  1.968  -0.599
H  0.573  -0.832  3.771
H  -1.761  0.263  -1.148
H  0.980  1.320  -0.267

Output
Structure (SMILES): C#CC=C.Cl
Multiplicity: 1
LUMO energy: 0.835 eV
HOMO-LUMO gap: 10.10 eV

Results of the natural (NBO) charge analysis, in e, for atoms 1 through 2: -0.221 -0.029


[8]
Entry from OMol25: a cluster of 3 separate species, C28H51F13N6O9P in total at a distorted geometry (ωB97M-V/def2-TZVPD).

CARTESIAN COORDINATES (ANGSTROEM)
N  0.519  -4.469  1.248
P  -0.859  -4.182  1.895
O  -1.846  -5.441  1.931
O  -0.623  -3.917  3.440
C  -1.749  -2.669  1.235
C  -3.150  -2.600  1.949
C  -3.428  -1.805  3.222
N  -3.200  -0.355  3.048
N  -4.860  -2.014  3.449
N  -2.783  -2.356  4.406
C  -0.764  -1.563  1.655
C  -0.962  -0.196  0.966
C  -2.088  -0.246  -0.034
N  -1.985  -1.366  -0.999
C  -3.166  -1.312  -1.954
C  -4.521  -0.940  -1.346
C  -4.935  0.517  -1.604
C  -6.450  0.689  -1.466
C  -6.924  0.897  -0.032
N  -7.374  -0.359  0.580
C  -0.787  -1.140  -1.900
C  0.593  -1.510  -1.380
C  1.595  -0.393  -1.618
F  1.896  -0.348  -2.936
F  1.074  0.818  -1.291
C  2.866  -0.602  -0.764
F  2.497  -0.444  0.527
F  3.259  -1.890  -0.921
C  4.056  0.312  -1.134
F  4.535  -0.174  -2.313
F  3.637  1.584  -1.353
C  5.258  0.297  -0.144
F  5.672  -0.983  0.046
F  6.253  0.964  -0.778
C  4.994  0.999  1.238
F  5.941  1.950  1.411
F  3.791  1.604  1.257
C  5.123  0.063  2.469
F  6.408  -0.322  2.615
F  4.732  0.757  3.563
F  4.330  -1.017  2.339
C  -2.013  -2.734  -0.309
C  -1.376  -3.818  -1.176
C  -2.078  -5.183  -1.112
O  -2.312  -5.642  -2.424
H  0.738  -3.839  0.492
H  -2.728  -5.298  1.580
H  -1.343  -4.264  3.980
H  -3.443  -3.608  2.222
H  -3.919  -2.281  1.255
H  -2.305  -0.054  3.403
H  -3.908  0.178  3.525
H  -5.389  -1.650  2.671
H  -5.153  -1.517  4.279
H  -1.925  -1.891  4.655
H  -3.404  -2.355  5.197
H  0.254  -1.890  1.490
H  -0.802  -1.421  2.725
H  -1.250  0.558  1.681
H  -0.024  0.130  0.540
H  -2.997  -0.299  0.548
H  -2.135  0.694  -0.572
H  -2.937  -0.587  -2.723
H  -3.244  -2.264  -2.462
H  -5.265  -1.554  -1.841
H  -4.604  -1.150  -0.286
H  -4.475  1.168  -0.868
H  -4.641  0.801  -2.607
H  -6.795  1.532  -2.052
H  -6.976  -0.181  -1.846
H  -7.782  1.559  -0.048
H  -6.163  1.396  0.571
H  -6.780  -1.137  0.344
H  -7.456  -0.276  1.580
H  -0.958  -1.673  -2.822
H  -0.813  -0.095  -2.181
H  0.981  -2.350  -1.940
H  0.658  -1.800  -0.340
H  -3.061  -2.999  -0.374
H  -0.304  -3.915  -1.111
H  -1.565  -3.538  -2.211
H  -3.013  -5.096  -0.561
H  -1.410  -5.871  -0.610
H  -1.788  -6.426  -2.565
C  1.073  3.016  0.679
O  0.386  4.183  1.124
C  1.154  5.277  1.139
O  2.309  5.317  0.817
O  0.419  6.294  1.566
C  1.122  7.540  1.633
H  0.351  2.202  0.711
H  1.427  3.142  -0.343
H  1.898  2.786  1.339
H  1.478  7.832  0.648
H  1.956  7.472  2.328
H  0.408  8.274  1.994
C  5.838  3.315  -3.137
O  7.075  3.257  -3.845
C  7.947  4.202  -3.492
O  7.764  5.048  -2.660
O  9.047  4.040  -4.218
C  10.077  4.993  -3.941
H  5.228  2.499  -3.513
H  6.001  3.183  -2.070
H  5.331  4.260  -3.321
H  10.400  4.920  -2.905
H  9.733  6.003  -4.156
H  10.906  4.745  -4.597

Output
Multiplicity: 1
Charge: +1
LUMO energy: -2.166 eV
HOMO-LUMO gap: 9.73 eV

Results of the Mulliken charge analysis, in e, for atoms 1 through 2: -1.001 1.420